Below is a cluster of 14 separate species, C45H118O39S13 in total, with properties calculated with ωB97M-V with the def2-TZVPD basis set.

HOMO: -10.345 eV
gap between HOMO and LUMO: 10.262 eV
relative energy (zero: lowest compared OMol25 entry of this formula, charge and spin): 0.0 kcal per mole

ORCA input file:
```
! wB97M-V def2-TZVPD RIJCOSX def2/J DEFGRID3
* xyz 0 1
O 2.018 -6.307 -2.226
S 0.985 -5.460 -1.590
O -0.129 -4.898 -2.323
O 0.460 -6.088 -0.150
C -0.491 -7.154 -0.198
C -1.129 -7.303 1.211
C 1.877 -4.087 -0.832
H -0.005 -8.088 -0.482
H -1.309 -6.930 -0.883
H -1.824 -8.140 1.265
H -1.685 -6.420 1.526
H -0.449 -7.534 2.032
H 2.299 -4.465 0.099
H 1.290 -3.181 -0.682
H 2.558 -3.870 -1.655
O -1.834 -0.028 -1.493
S -1.125 0.052 -0.200
O -0.014 -0.884 0.182
O -0.559 1.598 0.050
C 0.597 1.970 -0.671
C 1.568 2.761 0.220
C -2.332 0.027 1.238
H 0.306 2.592 -1.518
H 1.146 1.149 -1.133
H 1.195 3.762 0.437
H 2.519 3.034 -0.238
H 1.713 2.330 1.211
H -2.067 0.920 1.804
H -2.129 -0.888 1.796
H -3.312 0.049 0.763
O 4.784 0.266 -4.580
S 4.111 -1.006 -4.554
O 4.288 -1.931 -3.414
O 2.490 -0.738 -4.742
C 1.570 -1.676 -4.154
C 1.164 -1.146 -2.814
C 4.416 -1.828 -6.190
H 1.835 -2.729 -4.066
H 0.777 -1.650 -4.901
H 0.704 -0.168 -2.956
H 2.024 -1.034 -2.154
H 0.381 -1.696 -2.293
H 5.473 -2.093 -6.210
H 4.113 -1.244 -7.059
H 3.797 -2.724 -6.161
O -5.470 3.588 -1.152
S -4.321 2.715 -0.922
O -3.448 2.948 0.247
O -4.783 1.105 -1.013
C -5.732 0.681 -1.978
C -7.133 0.678 -1.343
C -3.175 2.827 -2.413
H -5.436 -0.331 -2.254
H -5.768 1.306 -2.870
H -7.832 0.183 -2.017
H -7.460 1.700 -1.153
H -7.162 0.113 -0.411
H -3.219 1.878 -2.947
H -2.166 3.008 -2.042
H -3.556 3.639 -3.034
O 4.187 4.411 -6.420
S 3.097 4.223 -5.478
O 2.121 5.219 -5.155
O 2.367 2.817 -5.864
C 1.126 2.545 -5.238
C 0.315 1.489 -6.039
C 3.715 3.654 -3.825
H 0.566 3.479 -5.207
H 1.103 2.102 -4.242
H 0.105 1.932 -7.013
H -0.592 1.219 -5.500
H 0.932 0.619 -6.266
H 4.150 4.476 -3.256
H 4.391 2.820 -4.012
H 2.840 3.362 -3.244
O 6.425 -1.522 1.592
S 6.459 -0.103 1.207
O 7.147 0.929 2.003
O 7.144 -0.031 -0.271
C 6.581 -0.764 -1.422
C 6.414 -2.291 -1.156
C 4.641 0.417 0.793
H 7.289 -0.725 -2.249
H 5.695 -0.312 -1.868
H 5.545 -2.489 -0.528
H 7.294 -2.749 -0.705
H 6.216 -2.843 -2.074
H 4.059 0.660 1.682
H 4.232 -0.479 0.325
H 4.537 1.242 0.089
O -3.756 -4.877 -4.048
S -3.420 -4.591 -5.432
O -3.950 -5.279 -6.603
O -3.602 -2.974 -5.614
C -3.490 -2.153 -4.484
C -2.521 -0.999 -4.866
C -1.565 -4.513 -5.357
H -3.171 -2.544 -3.518
H -4.499 -1.758 -4.370
H -2.240 -0.483 -3.948
H -3.032 -0.367 -5.593
H -1.662 -1.312 -5.460
H -1.240 -5.541 -5.513
H -1.276 -4.102 -4.389
H -1.175 -3.896 -6.167
O 5.593 3.791 1.543
S 5.971 4.244 0.170
O 5.108 3.935 -1.009
O 6.444 5.829 0.188
C 6.516 6.412 1.507
C 5.076 6.880 1.786
C 7.608 3.650 -0.129
H 7.093 7.337 1.490
H 7.023 5.786 2.241
H 4.291 6.135 1.654
H 4.879 7.681 1.074
H 5.035 7.195 2.829
H 8.155 3.645 0.814
H 7.897 4.278 -0.971
H 7.528 2.615 -0.463
O -0.375 7.095 -3.082
S -0.162 5.791 -2.483
O -0.484 4.606 -3.226
O 1.455 5.635 -2.037
C 1.981 6.647 -1.184
C 3.392 6.918 -1.567
C -1.057 5.645 -0.873
H 2.015 6.159 -0.210
H 1.432 7.587 -1.135
H 3.667 6.825 -2.617
H 4.096 6.272 -1.043
H 3.766 7.850 -1.141
H -0.762 6.406 -0.150
H -0.971 4.616 -0.523
H -2.123 5.863 -0.935
O -5.069 -3.229 -0.710
S -3.894 -3.636 0.072
O -3.505 -3.068 1.384
O -3.881 -5.284 0.235
C -4.257 -6.141 -0.787
C -5.784 -6.327 -0.898
C -2.386 -3.467 -1.095
H -3.789 -7.076 -0.478
H -3.784 -5.845 -1.723
H -6.094 -6.955 -1.733
H -6.319 -5.387 -1.031
H -6.091 -6.780 0.045
H -2.494 -4.134 -1.951
H -1.560 -3.745 -0.441
H -2.328 -2.407 -1.344
O -3.336 1.249 5.781
S -1.989 1.427 5.239
O -1.377 0.357 4.435
O -2.069 2.806 4.306
C -0.908 3.230 3.585
C -1.206 4.347 2.653
C -0.904 2.008 6.601
H -0.439 2.335 3.177
H -0.123 3.588 4.250
H -2.167 4.147 2.179
H -0.554 4.563 1.806
H -1.243 5.299 3.183
H -1.173 2.988 6.995
H 0.143 1.990 6.297
H -1.032 1.266 7.389
O 4.039 0.812 4.118
S 3.242 1.876 4.700
O 2.192 2.505 3.888
O 2.547 1.426 6.157
C 3.268 0.564 7.016
C 2.354 -0.309 7.784
C 4.359 3.344 5.205
H 3.961 1.058 7.697
H 3.949 -0.103 6.489
H 2.944 -1.036 8.343
H 1.664 -0.814 7.108
H 1.851 0.212 8.598
H 4.631 3.997 4.375
H 5.234 2.884 5.665
H 3.769 3.881 5.947
O 3.198 -2.034 4.579
S 2.562 -2.133 3.278
O 3.322 -2.273 2.062
O 1.560 -3.453 3.343
C 0.761 -3.641 4.453
C -0.194 -4.887 4.280
C 1.308 -0.766 3.067
H 0.198 -2.735 4.677
H 1.401 -3.984 5.266
H 0.361 -5.727 3.862
H -1.181 -4.803 3.824
H -0.581 -5.165 5.261
H 0.436 -1.143 2.532
H 1.767 0.061 2.525
H 1.036 -0.534 4.097
C -4.821 -0.531 3.388
C -6.025 -1.113 4.109
C -7.134 -1.174 3.162
C -7.350 -2.489 2.459
C -8.615 -2.484 1.596
C -8.674 -3.873 0.776
H -4.574 -1.232 2.591
H -3.938 -0.450 4.023
H -5.089 0.471 3.053
H -5.728 -2.117 4.413
H -6.292 -0.542 4.998
H -7.091 -0.394 2.402
H -8.017 -0.942 3.758
H -6.487 -2.668 1.818
H -7.361 -3.368 3.104
H -9.522 -2.453 2.201
H -8.606 -1.556 1.025
H -7.772 -3.915 0.165
H -8.737 -4.749 1.421
H -9.510 -4.025 0.093
*
```

Here are the Löwdin charges for atoms 1 to 4, given in e: atom 1 (O): -0.295, atom 2 (S): 0.676, atom 3 (O): -0.317, atom 4 (O): -0.266



Below is a structure of composition C7H6Br3IO, with properties calculated with ωB97M-V with the def2-TZVPD basis set.

HOMO: -9.581 eV
gap between HOMO and LUMO: 9.001 eV
relative energy (zero: lowest compared OMol25 entry of this formula, charge and spin): 0.0 kcal per mole

ORCA input file:
```
! wB97M-V def2-TZVPD RIJCOSX def2/J DEFGRID3
* xyz 0 1
C 1.852 0.262 0.715
C 0.773 0.977 0.280
C 1.703 -1.148 0.691
C -0.467 0.135 -0.204
C 0.115 -1.342 -0.017
C -0.667 0.507 -1.666
C -1.560 0.427 0.838
O 2.343 -2.032 1.094
Br 3.432 1.266 1.209
Br 0.682 2.868 0.379
Br 0.298 -2.216 -1.786
I -0.817 -2.800 1.210
H -1.304 -0.238 -2.155
H 0.249 0.470 -2.180
H -1.141 1.479 -1.729
H -2.271 -0.544 0.894
H -2.050 1.447 0.617
H -1.168 0.481 1.812
*
```

Here are the Löwdin charges for atoms 1 to 4, given in e: atom 1 (C): -0.618, atom 2 (C): -0.639, atom 3 (C): -0.528, atom 4 (C): -0.606



Below is the molecule C2H2O2S, with properties calculated with ωB97M-V with the def2-TZVPD basis set.

HOMO: -8.527 eV
gap between HOMO and LUMO: 8.982 eV
relative energy (zero: lowest compared OMol25 entry of this formula, charge and spin): 50.0 kcal per mole

ORCA input file:
```
! wB97M-V def2-TZVPD RIJCOSX def2/J DEFGRID3
* xyz 0 1
C -0.906 -0.648 0.189
C 0.096 0.185 -0.208
O 1.265 -0.559 0.077
O 0.291 1.491 -0.582
S 0.334 -1.861 0.579
H -2.039 -0.645 0.008
H 0.960 2.037 -0.063
*
```

Here are the Löwdin charges for atoms 1 to 4, given in e: atom 1 (C): -0.297, atom 2 (C): -0.555, atom 3 (O): -0.381, atom 4 (O): 0.047



Below is a structure of composition C15H45Fe2N3O13P, with properties calculated with ωB97M-V with the def2-TZVPD basis set.

HOMO (alpha / beta): -11.450 / -11.238 eV
gap between HOMO and LUMO (alpha / beta): 8.909 / 8.231 eV
<S²>: 20.015

ORCA input file:
```
! wB97M-V def2-TZVPD RIJCOSX def2/J DEFGRID3
* xyz 1 9
Fe 2.504 0.607 -1.827
Fe -0.310 1.916 0.463
P 1.086 -0.156 0.238
O 1.243 1.230 -0.475
O 1.720 -0.904 -0.952
O -0.428 -0.023 0.367
O 1.945 0.141 1.433
C -0.002 -2.160 3.462
O 1.438 -1.923 3.287
H -0.107 -3.209 3.182
H -0.326 -2.118 4.502
H -0.729 -1.757 2.757
H 1.546 -1.149 2.730
C 3.878 -3.174 -0.115
O 2.826 -3.155 -1.094
H 3.799 -2.325 0.563
H 3.950 -4.028 0.559
H 4.833 -3.047 -0.624
H 2.382 -2.304 -1.053
C -1.388 -2.900 -1.003
O -2.054 -1.810 -0.425
H -0.963 -2.817 -2.003
H -0.597 -3.227 -0.328
H -2.100 -3.715 -1.138
H -1.402 -1.150 -0.177
C 4.520 -0.372 3.714
O 3.700 0.758 3.357
H 3.896 -1.238 3.933
H 5.225 -0.518 2.895
H 5.118 -0.065 4.572
H 3.104 0.512 2.645
C 5.263 1.614 -0.100
O 3.964 1.134 -0.360
H 5.447 2.158 0.827
H 5.857 0.714 0.060
H 5.664 2.014 -1.031
H 3.639 0.710 0.437
C 0.427 2.254 3.908
O 0.544 2.036 2.488
H 1.273 2.655 4.467
H -0.411 2.945 4.000
H 0.246 1.300 4.404
H 1.297 1.451 2.377
C 0.423 0.156 -4.354
O 1.274 0.495 -3.531
N 0.123 -1.099 -4.683
C 0.990 -2.220 -4.366
C -1.036 -1.417 -5.569
H -0.287 0.871 -4.797
H 0.417 -3.020 -3.897
H 1.812 -2.001 -3.683
H 1.388 -2.609 -5.303
H -1.688 -2.050 -4.967
H -1.566 -0.534 -5.926
H -0.702 -2.079 -6.367
C -3.370 2.443 1.724
O -2.219 2.495 1.261
N -3.761 1.537 2.648
C -4.963 1.786 3.383
C -2.943 0.359 2.884
H -4.176 3.149 1.472
H -5.236 2.840 3.429
H -5.041 1.351 4.379
H -5.819 1.307 2.908
H -2.582 -0.137 1.983
H -2.076 0.618 3.492
H -3.510 -0.349 3.488
C -2.061 2.850 -2.191
O -1.265 2.731 -1.278
N -2.951 1.884 -2.521
C -3.941 2.110 -3.585
C -2.985 0.643 -1.762
H -2.040 3.674 -2.921
H -3.733 3.071 -4.056
H -4.931 2.180 -3.135
H -3.920 1.286 -4.298
H -4.018 0.325 -1.627
H -2.611 -0.179 -2.373
H -2.510 0.630 -0.781
*
```

Here are the Löwdin charges for atoms 1 to 4, given in e: atom 1 (Fe): 0.998, atom 2 (Fe): 0.897, atom 3 (P): 0.175, atom 4 (O): -0.440



E: -9895.8038; -8365.2497; -625.9827; -4609.5536 (Eh)
F_max: 0.0733; 0.0779; 0.0441; 0.0778 (Eh/bohr)